No. 1
Here is a 3-piece molecular cluster, C17H44Cl2N2O4P2 overall from the OMol25 dataset. Energies are from the ωB97M-V functional and the def2-TZVPD basis.

## Properties
Structure (SMILES): C[C@@H](Cl)[C@H](Cl)[PH3]P(C)C.COCCNCCOC.COCCNCCOC
Kohn-Sham gap (eV): 8.382
Calculated total energy (Ha): -2687.4981
LUMO level (hartree): 0.02457
HOMO level (eV): -7.713
M (g/mol): 473.40

XYZ file:
```
71
C17H44Cl2N2O4P2 | the OMol25 dataset | the ωB97M-V functional and the def2-TZVPD basis
Cl -4.086 -3.327 3.053
Cl -1.693 -3.148 -0.455
P -1.184 1.372 1.766
P -2.011 -0.713 1.239
O 4.976 -6.939 -3.448
O 1.754 -4.540 -1.088
O -0.858 8.091 -0.826
O 0.024 4.768 2.337
N 2.518 -5.055 -3.892
N -2.327 6.021 0.672
C 0.789 5.739 1.651
C 4.672 -6.785 -2.077
C -2.163 8.262 -0.287
C -0.815 7.436 -2.075
C -2.344 7.442 0.970
C -2.660 -2.505 0.907
C -1.376 -3.316 2.983
C -2.580 -3.486 2.076
C 0.564 0.921 2.145
C 3.208 -5.922 -4.836
C 2.261 -3.228 -0.975
C -2.368 5.138 1.829
C -1.873 1.512 3.474
C 1.389 -5.659 -3.204
C -1.225 5.214 2.835
C 3.871 -7.185 -4.298
C 0.831 -4.727 -2.153
H -1.467 7.926 -2.805
H -1.294 -4.173 3.648
H -1.114 6.221 3.257
H -2.597 -4.502 1.689
H -2.898 -0.657 2.367
H 0.572 -3.762 -2.599
H -0.463 -3.259 2.386
H -2.291 9.321 -0.047
H 3.980 -5.328 -5.330
H -1.474 4.544 3.663
H -1.173 2.076 4.089
H 0.724 -0.163 2.151
H -1.109 6.382 -2.007
H -1.567 7.751 1.684
H 1.636 -6.609 -2.709
H -0.078 -5.167 -1.735
H 3.151 -7.838 -3.788
H -2.036 0.539 3.947
H 4.413 -5.755 -1.814
H 4.264 -7.741 -5.153
H -2.578 -0.280 0.027
H 2.494 -6.222 -5.610
H 0.637 6.738 2.070
H 1.838 5.467 1.764
H 3.841 -7.432 -1.778
H -2.823 2.043 3.452
H 0.840 1.309 3.125
H 2.845 -3.188 -0.056
H 1.451 -2.493 -0.910
H -1.511 5.805 0.114
H 0.602 -5.869 -3.935
H -3.301 5.330 2.371
H 0.213 7.492 -2.430
H 2.908 -2.953 -1.816
H 3.177 -4.708 -3.207
H -3.689 -2.431 0.559
H -1.453 -2.420 3.598
H -0.676 -1.230 1.126
H 5.559 -7.070 -1.513
H -3.312 7.697 1.415
H -2.916 7.982 -1.031
H -2.412 4.110 1.462
H 1.232 1.360 1.406
H 0.559 5.777 0.582
```

Which charges does Löwdin predict for the atoms? In e, they are: number 1, Cl, carries 0.590; number 2, Cl, carries 0.597; number 3, P, carries 0.677; number 4, P, carries 0.603; number 5, O, carries -0.180; number 6, O, carries -0.201; number 7, O, carries -0.196; number 8, O, carries -0.203; number 9, N, carries -0.052; number 10, N, carries -0.049; number 11, C, carries -0.101; number 12, C, carries -0.104; number 13, C, carries -0.219; number 14, C, carries -0.119; number 15, C, carries -0.222; number 16, C, carries -0.929; number 17, C, carries -0.157; number 18, C, carries -0.824; number 19, C, carries -0.371; number 20, C, carries -0.204; number 21, C, carries -0.119; number 22, C, carries -0.211; number 23, C, carries -0.385; number 24, C, carries -0.217; number 25, C, carries -0.228; number 26, C, carries -0.228; number 27, C, carries -0.252; number 28, H, carries 0.087; number 29, H, carries 0.079; number 30, H, carries 0.111; number 31, H, carries 0.080; number 32, H, carries -0.019; number 33, H, carries 0.116; number 34, H, carries 0.072; number 35, H, carries 0.121; number 36, H, carries 0.119; number 37, H, carries 0.106; number 38, H, carries 0.023; number 39, H, carries -0.001; number 40, H, carries 0.082; number 41, H, carries 0.106; number 42, H, carries 0.108; number 43, H, carries 0.093; number 44, H, carries 0.109; number 45, H, carries 0.010; number 46, H, carries 0.073; number 47, H, carries 0.120; number 48, H, carries -0.018; number 49, H, carries 0.117; number 50, H, carries 0.087; number 51, H, carries 0.087; number 52, H, carries 0.087; number 53, H, carries 0.023; number 54, H, carries 0.028; number 55, H, carries 0.088; number 56, H, carries 0.070; number 57, H, carries 0.079; number 58, H, carries 0.126; number 59, H, carries 0.119; number 60, H, carries 0.087; number 61, H, carries 0.083; number 62, H, carries 0.080; number 63, H, carries 0.047; number 64, H, carries 0.061; number 65, H, carries -0.041; number 66, H, carries 0.087; number 67, H, carries 0.124; number 68, H, carries 0.121; number 69, H, carries 0.076; number 70, H, carries 0.019; number 71, H, carries 0.075

No. 2
Here is a 6-piece molecular cluster, C17H44Cl2O15S5 overall at a distorted geometry from the OMol25 dataset. Energies are from the ωB97M-V functional and the def2-TZVPD basis.

## Properties
Structure (SMILES): CCOS(C)(=O)=O.CCOS(C)(=O)=O.CCOS(C)(=O)=O.CCOS(C)(=O)=O.CCOS(C)(=O)=O.ClCCCl
Kohn-Sham gap (eV): 10.960
Calculated total energy (Ha): -4713.9757
LUMO level (hartree): 0.00261
HOMO level (eV): -10.889
M (g/mol): 719.77

XYZ file:
```
83
C17H44Cl2O15S5 | the OMol25 dataset | the ωB97M-V functional and the def2-TZVPD basis
Cl -2.872 -1.005 2.109
Cl 0.968 -0.010 3.786
S 0.470 4.548 -0.280
S 1.354 -2.295 -3.688
S -0.698 0.530 -0.598
S 4.790 -6.178 2.599
S -5.678 3.086 -1.977
O -0.419 1.393 0.531
O -6.134 4.137 -1.101
O -0.006 -2.587 -2.883
O 6.128 -5.799 2.936
O 0.970 6.091 -0.436
O 2.482 -2.387 -2.790
O 0.417 -0.609 -0.718
O 1.244 -1.107 -4.505
O 3.782 -5.036 3.147
O -1.949 -0.136 -0.824
O -6.301 2.933 -3.272
O 1.591 3.800 -0.788
O 4.252 -7.443 2.999
O -0.830 4.443 -0.867
O -5.801 1.664 -1.202
C 2.401 -1.301 0.288
C -0.372 1.534 -2.049
C -3.882 3.097 -2.246
C -5.466 1.660 0.188
C -5.869 0.336 0.798
C -0.145 -3.836 -2.171
C -1.373 -3.659 -1.298
C -1.154 -1.125 2.657
C 0.009 7.118 -0.237
C 0.742 8.410 0.138
C 4.102 -3.671 2.940
C 0.407 4.442 1.539
C 1.413 -3.721 -4.831
C 1.836 -0.278 -0.673
C 4.480 -5.967 0.823
C 3.455 -2.848 4.052
C -0.803 0.030 3.567
H 3.399 -5.918 0.730
H 1.423 -4.636 -4.247
H 4.132 -2.835 4.906
H -1.244 -2.801 -0.646
H 0.763 -4.053 -1.605
H -5.769 0.434 1.883
H -3.646 2.097 -2.591
H -2.284 -3.545 -1.878
H 0.675 1.823 -2.049
H 3.824 -3.319 1.941
H 2.212 -2.296 -0.133
H -1.010 -2.079 3.158
H -1.043 2.382 -2.096
H -3.438 3.352 -1.285
H 1.120 5.157 1.936
H 4.823 -6.869 0.319
H -0.625 4.675 1.782
H 2.309 -3.535 -5.411
H -0.308 -4.651 -2.883
H 0.715 3.434 1.801
H 1.132 8.355 1.154
H 1.604 8.547 -0.514
H -5.933 2.520 0.673
H 2.548 -3.349 4.393
H 0.474 -3.680 -5.378
H 5.181 -3.494 2.987
H 5.018 -5.087 0.488
H 3.494 -1.278 0.276
H -0.618 -1.068 1.717
H -5.130 -0.412 0.512
H 0.050 9.239 0.005
H 2.157 -0.326 -1.707
H -1.011 0.944 3.008
H -0.566 0.909 -2.923
H -4.390 1.784 0.366
H -1.380 0.111 4.483
H -3.660 3.903 -2.940
H 1.896 -1.288 1.249
H -0.567 7.291 -1.149
H 2.016 0.745 -0.330
H -6.892 0.021 0.610
H 3.198 -1.834 3.758
H -1.491 -4.487 -0.591
H -0.701 6.867 0.558
```

Which charges does Löwdin predict for the atoms? In e, they are: number 1, Cl, carries 0.597; number 2, Cl, carries 0.592; number 3, S, carries 0.620; number 4, S, carries 0.608; number 5, S, carries 0.573; number 6, S, carries 0.606; number 7, S, carries 0.625; number 8, O, carries -0.299; number 9, O, carries -0.289; number 10, O, carries -0.267; number 11, O, carries -0.278; number 12, O, carries -0.265; number 13, O, carries -0.294; number 14, O, carries -0.288; number 15, O, carries -0.274; number 16, O, carries -0.260; number 17, O, carries -0.298; number 18, O, carries -0.286; number 19, O, carries -0.278; number 20, O, carries -0.270; number 21, O, carries -0.285; number 22, O, carries -0.254; number 23, C, carries -0.062; number 24, C, carries -0.103; number 25, C, carries -0.108; number 26, C, carries -0.285; number 27, C, carries -0.080; number 28, C, carries -0.253; number 29, C, carries -0.049; number 30, C, carries -0.636; number 31, C, carries -0.291; number 32, C, carries -0.059; number 33, C, carries -0.288; number 34, C, carries -0.084; number 35, C, carries -0.097; number 36, C, carries -0.227; number 37, C, carries -0.108; number 38, C, carries -0.058; number 39, C, carries -0.641; number 40, H, carries 0.068; number 41, H, carries 0.056; number 42, H, carries 0.082; number 43, H, carries 0.056; number 44, H, carries 0.118; number 45, H, carries 0.075; number 46, H, carries 0.070; number 47, H, carries 0.090; number 48, H, carries 0.057; number 49, H, carries 0.098; number 50, H, carries 0.066; number 51, H, carries 0.075; number 52, H, carries 0.040; number 53, H, carries 0.055; number 54, H, carries 0.072; number 55, H, carries 0.069; number 56, H, carries 0.069; number 57, H, carries 0.071; number 58, H, carries 0.112; number 59, H, carries 0.056; number 60, H, carries 0.075; number 61, H, carries 0.081; number 62, H, carries 0.112; number 63, H, carries 0.082; number 64, H, carries 0.074; number 65, H, carries 0.117; number 66, H, carries 0.066; number 67, H, carries 0.092; number 68, H, carries 0.019; number 69, H, carries 0.044; number 70, H, carries 0.080; number 71, H, carries 0.099; number 72, H, carries 0.045; number 73, H, carries 0.077; number 74, H, carries 0.113; number 75, H, carries 0.080; number 76, H, carries 0.075; number 77, H, carries 0.049; number 78, H, carries 0.121; number 79, H, carries 0.120; number 80, H, carries 0.083; number 81, H, carries 0.033; number 82, H, carries 0.088; number 83, H, carries 0.114

No. 3
Here is a 5-piece molecular cluster, C17H45Cl3N4O4 overall at a distorted geometry from the OMol25 dataset. Energies are from the ωB97M-V functional and the def2-TZVPD basis.

## Properties
2S+1: 2
Kohn-Sham gap (alpha / beta) (eV): 7.521 / 1.432
⟨S²⟩: 0.756
Calculated total energy (Ha): -2574.7522
LUMO level (alpha / beta) (hartree): -0.10299 / -0.32677
HOMO level (alpha / beta) (eV): -10.324 / -10.323
M (g/mol): 475.93
Total charge: +1

XYZ file:
```
73
C17H45Cl3N4O4 | the OMol25 dataset | the ωB97M-V functional and the def2-TZVPD basis
Cl -5.115 -3.470 -7.097
Cl -6.567 -5.914 -6.312
Cl -3.994 -6.118 -7.589
O -3.488 1.010 -11.139
O -8.195 -3.327 -8.579
O -4.603 -6.068 -11.168
O -1.299 -9.604 -7.931
N 1.137 -12.198 -8.787
N -10.432 -5.525 -10.927
N -2.491 -4.674 -12.402
N -5.749 -1.889 -10.307
C -5.442 -5.134 -7.450
C -9.413 -3.779 -9.239
C -4.738 0.237 -11.066
C -4.573 -1.032 -10.229
C -8.384 -2.193 -7.713
C -5.359 -6.883 -12.112
C -3.260 -6.434 -10.969
C -3.333 -1.827 -10.520
C 0.126 -11.182 -9.064
C -3.530 2.258 -11.918
C -2.328 -6.116 -12.133
C -0.117 -10.414 -7.760
C -9.262 -5.049 -10.141
C -0.899 -6.393 -11.749
C -8.233 -4.659 -11.189
C -1.067 -11.862 -9.606
C -1.163 -8.216 -8.304
H -5.937 -5.206 -8.418
H -3.158 -4.385 -11.701
H -8.625 -3.674 -11.444
H -3.233 -7.497 -10.726
H -4.495 2.761 -11.996
H -2.877 3.031 -11.513
H -5.589 -7.779 -11.536
H -11.150 -5.692 -10.237
H -2.336 -1.491 -10.236
H 0.732 -13.107 -8.958
H -0.418 -11.141 -7.006
H -8.892 -5.905 -9.576
H -0.250 -6.250 -12.614
H -5.721 -2.674 -9.673
H -8.822 -2.593 -6.798
H -2.934 -5.914 -10.069
H -0.746 -7.361 -11.271
H -10.332 -6.369 -11.474
H -1.437 -12.633 -8.930
H -4.336 -0.716 -9.213
H -3.330 -2.096 -11.577
H -7.467 -1.626 -7.560
H -6.282 -6.416 -12.456
H 0.461 -10.390 -9.734
H -9.135 -1.457 -7.999
H -3.172 2.000 -12.915
H -2.201 -7.920 -8.458
H -2.971 -4.757 -13.287
H -5.573 0.763 -10.603
H -1.811 -11.070 -9.690
H -5.089 -0.016 -12.066
H 1.309 -12.122 -7.795
H -1.140 -12.152 -10.654
H -4.805 -7.250 -12.975
H -7.183 -4.503 -10.940
H -0.469 -7.997 -9.115
H -3.381 -2.766 -9.968
H -6.630 -1.403 -10.221
H 0.719 -9.882 -7.306
H -10.221 -4.038 -8.555
H -2.740 -6.742 -12.924
H -0.529 -5.714 -10.981
H -9.676 -2.895 -9.821
H -0.747 -7.599 -7.508
H -8.249 -5.248 -12.106
```

Which charges does Löwdin predict for the atoms? In e, they are: number 1, Cl, carries 0.627; number 2, Cl, carries 0.538; number 3, Cl, carries 0.577; number 4, O, carries -0.193; number 5, O, carries -0.241; number 6, O, carries -0.208; number 7, O, carries -0.118; number 8, N, carries 0.267; number 9, N, carries 0.033; number 10, N, carries 0.076; number 11, N, carries 0.062; number 12, C, carries -1.551; number 13, C, carries -0.163; number 14, C, carries -0.174; number 15, C, carries -0.462; number 16, C, carries -0.113; number 17, C, carries -0.050; number 18, C, carries -0.272; number 19, C, carries -0.076; number 20, C, carries -0.349; number 21, C, carries -0.079; number 22, C, carries -0.433; number 23, C, carries -0.125; number 24, C, carries -0.405; number 25, C, carries -0.070; number 26, C, carries -0.084; number 27, C, carries -0.026; number 28, C, carries -0.032; number 29, H, carries 0.001; number 30, H, carries 0.040; number 31, H, carries 0.079; number 32, H, carries 0.113; number 33, H, carries 0.078; number 34, H, carries 0.077; number 35, H, carries 0.086; number 36, H, carries 0.062; number 37, H, carries 0.088; number 38, H, carries 0.130; number 39, H, carries 0.148; number 40, H, carries 0.124; number 41, H, carries 0.084; number 42, H, carries 0.018; number 43, H, carries 0.087; number 44, H, carries 0.082; number 45, H, carries 0.045; number 46, H, carries 0.072; number 47, H, carries 0.113; number 48, H, carries 0.125; number 49, H, carries 0.075; number 50, H, carries 0.066; number 51, H, carries 0.072; number 52, H, carries 0.182; number 53, H, carries 0.084; number 54, H, carries 0.080; number 55, H, carries 0.048; number 56, H, carries 0.078; number 57, H, carries 0.115; number 58, H, carries 0.101; number 59, H, carries 0.122; number 60, H, carries 0.124; number 61, H, carries 0.115; number 62, H, carries 0.079; number 63, H, carries 0.060; number 64, H, carries 0.089; number 65, H, carries 0.054; number 66, H, carries 0.070; number 67, H, carries 0.153; number 68, H, carries 0.119; number 69, H, carries 0.126; number 70, H, carries 0.083; number 71, H, carries 0.122; number 72, H, carries 0.107; number 73, H, carries 0.065